Entry 1:
64
Properties=species:S:1:pos:R:3:mulliken_spin:R:1 method="wB97M-V/def2-TZVPD" charge=+1 multiplicity=2 homo_lumo_gap_ev="6.3 / 6.5" e_above_lowest_kcal_mol=61.07
Ir -0.31 0.21 -0.90 0.70
C -1.18 4.28 0.64 0.00
C -1.07 3.03 -0.17 0.01
N -1.07 1.85 0.34 0.00
N -1.26 1.56 1.61 0.01
C -1.12 0.27 1.83 0.01
O -1.18 -0.56 0.85 0.07
C -0.88 -0.19 3.19 0.00
C -0.60 -1.54 3.39 0.00
C -0.20 -1.98 4.64 0.00
C -0.08 -1.07 5.69 0.00
C -0.36 0.27 5.49 0.00
C -0.77 0.72 4.25 0.00
C -1.00 3.03 -1.61 0.00
C -1.05 4.18 -2.39 0.00
C -1.07 4.08 -3.77 0.00
C -1.03 2.82 -4.35 0.01
C -0.93 1.72 -3.53 -0.01
N -0.92 1.82 -2.20 0.06
H -1.15 4.03 1.69 0.00
H -2.12 4.80 0.43 0.00
H -0.36 4.96 0.41 0.00
H -0.67 -2.22 2.55 0.00
H 0.06 -3.02 4.79 0.00
H 0.26 -1.42 6.66 0.00
H -0.24 0.97 6.30 0.00
H -1.00 1.76 4.08 0.00
H -1.08 5.15 -1.91 0.00
H -1.11 4.97 -4.38 0.00
H -1.07 2.69 -5.43 0.00
H -0.86 0.71 -3.93 0.01
C -3.93 -3.90 0.67 0.00
C -3.56 -3.74 -0.80 0.00
N -2.11 -3.74 -0.98 -0.01
C -1.34 -2.68 -1.21 0.00
S -2.08 -1.18 -1.75 0.01
N -0.06 -2.81 -1.16 -0.01
N 0.63 -1.66 -1.30 -0.02
C 1.90 -1.70 -1.53 0.02
C 2.63 -2.98 -1.68 0.00
C 2.56 -0.41 -1.63 0.03
C 3.94 -0.27 -1.66 0.01
C 4.49 1.00 -1.73 0.00
C 3.64 2.09 -1.76 0.01
C 2.28 1.88 -1.70 -0.01
N 1.75 0.65 -1.66 0.05
H -5.01 -3.89 0.79 0.00
H -3.49 -3.09 1.25 0.00
H -3.55 -4.85 1.06 0.00
H -3.95 -2.81 -1.19 0.00
H -3.97 -4.56 -1.39 0.00
H -1.61 -4.56 -0.65 0.00
H 1.95 -3.77 -1.96 0.00
H 3.06 -3.24 -0.70 0.00
H 3.44 -2.91 -2.40 0.00
H 4.57 -1.15 -1.59 0.00
H 5.56 1.12 -1.75 0.00
H 4.03 3.10 -1.82 0.00
H 1.59 2.71 -1.69 0.00
F 3.56 0.60 1.14 0.00
B 2.46 -0.12 1.58 0.02
F 1.27 0.49 0.91 0.03
F 2.52 -1.44 1.11 0.00
F 2.25 -0.05 2.93 0.00


Entry 2:
64
Properties=species:S:1:pos:R:3:mulliken_spin:R:1 method="wB97M-V/def2-TZVPD" charge=-2 multiplicity=2 homo_lumo_gap_ev="3.1 / 5.8" e_above_lowest_kcal_mol=47.09
Hg -0.96 0.74 0.02 0.00
C 1.48 -2.30 0.45 0.00
N 0.63 -1.80 -0.59 0.00
C 1.12 -1.71 -1.94 0.00
C 0.91 -0.33 -2.47 0.00
N 1.17 0.76 -1.80 0.00
C 0.89 1.80 -2.65 0.00
C 0.98 3.18 -2.45 0.00
C 0.62 4.00 -3.50 0.00
C 0.21 3.49 -4.73 0.00
C 0.10 2.12 -4.94 0.00
C 0.45 1.30 -3.89 0.00
N 0.51 -0.07 -3.76 0.00
C 1.21 -1.60 1.74 0.04
N 1.14 -0.30 1.89 0.00
C 0.99 -0.09 3.23 0.03
C 0.91 1.11 3.95 0.03
C 0.78 1.01 5.33 0.02
C 0.73 -0.21 5.99 -0.07
C 0.83 -1.42 5.29 0.12
C 0.97 -1.33 3.91 -0.04
N 1.15 -2.28 2.94 0.06
H 2.53 -2.09 0.17 0.00
H 1.38 -3.40 0.61 0.00
H -0.32 -2.12 -0.53 0.01
H 0.64 -2.44 -2.62 0.00
H 2.21 -1.92 -1.95 0.00
H 1.26 3.58 -1.49 0.00
H 0.66 5.07 -3.38 0.00
H -0.06 4.17 -5.53 0.00
H -0.27 1.71 -5.88 0.00
H 0.04 -0.72 -4.37 0.00
H 0.93 2.05 3.44 0.01
H 0.72 1.92 5.92 0.01
H 0.60 -0.23 7.06 -0.03
H 0.85 -2.37 5.81 -0.03
H 0.97 -3.26 3.05 -0.05
S -0.55 2.85 1.36 0.01
C -1.41 4.05 0.43 0.00
C -1.36 5.36 0.91 0.00
C -2.00 6.40 0.27 0.00
C -2.71 6.15 -0.89 0.00
C -2.77 4.87 -1.39 0.00
C -2.14 3.80 -0.76 0.00
S -2.33 2.23 -1.49 0.00
H -0.81 5.54 1.82 0.00
H -1.95 7.40 0.68 0.00
H -3.22 6.96 -1.41 0.00
H -3.33 4.66 -2.29 0.00
N -1.98 -2.94 4.31 0.12
N -2.27 -1.88 3.48 0.24
N -2.71 -0.70 3.98 0.18
C -2.47 0.12 2.97 -0.03
N -1.89 -0.49 1.94 0.10
N -1.74 -1.76 2.24 0.31
H -2.76 -3.05 4.95 -0.04
H -1.14 -2.72 4.87 0.01
H -2.69 1.16 3.00 -0.02
B -4.15 -2.67 -1.93 0.00
C -3.05 -1.70 -1.41 0.00
N -2.18 -1.03 -1.05 0.00
H -4.37 -2.42 -3.10 0.00
H -5.15 -2.53 -1.27 0.00
H -3.72 -3.80 -1.81 0.00


Entry 3:
61
Properties=species:S:1:pos:R:3:mulliken_spin:R:1 method="wB97M-V/def2-TZVPD" charge=+2 multiplicity=8 homo_lumo_gap_ev="5.8 / 2.9"
Gd 0.31 0.09 0.06 6.54
C -10.32 -0.35 -9.30 0.00
O -8.92 -0.29 -9.47 0.00
C -8.12 -0.26 -8.40 0.00
C -8.54 -0.26 -7.06 0.00
C -7.62 -0.22 -6.05 0.00
C -6.24 -0.17 -6.32 0.00
C -5.83 -0.17 -7.66 0.00
C -6.75 -0.21 -8.68 0.00
C -5.24 -0.12 -5.29 0.00
N -3.94 -0.09 -5.53 0.00
C -3.33 -0.05 -4.33 0.00
C -4.29 -0.05 -3.29 0.00
N -5.50 -0.10 -3.94 0.00
C -3.93 -0.01 -1.94 0.00
C -4.85 -0.01 -0.88 0.00
C -4.40 0.06 0.42 0.00
C -3.02 0.14 0.64 0.00
N -2.11 0.12 -0.33 0.05
C -2.54 0.05 -1.62 -0.02
C -1.55 0.03 -2.67 -0.02
N -0.23 0.05 -2.32 0.09
C 0.67 0.04 -3.30 0.00
C 0.36 0.02 -4.65 0.00
C -0.96 -0.01 -5.03 0.00
C -1.95 -0.01 -4.03 0.00
H -10.73 -0.38 -10.31 0.00
H -10.70 0.53 -8.78 0.00
H -10.62 -1.26 -8.76 0.00
H -9.59 -0.30 -6.82 0.00
H -7.98 -0.23 -5.03 0.00
H -4.78 -0.13 -7.87 0.00
H -6.44 -0.20 -9.71 0.00
H -6.41 -0.11 -3.52 0.00
H -5.91 -0.07 -1.08 0.00
H -5.08 0.06 1.25 0.00
H -2.65 0.23 1.66 0.00
H 1.72 0.04 -2.99 0.01
H 1.15 0.02 -5.39 0.00
H -1.28 -0.04 -6.06 0.00
Br -0.25 3.17 -0.14 0.00
C 1.16 3.78 1.06 0.00
Br 1.57 2.31 2.23 0.00
H 0.80 4.62 1.65 0.00
H 2.05 4.03 0.48 0.00
N -0.13 -0.57 2.55 0.03
C -0.55 -1.99 2.66 0.00
C 0.27 -2.86 1.70 0.01
N 0.04 -2.44 0.30 0.04
H 0.82 -0.51 2.94 0.00
H -0.71 -0.04 3.20 0.00
H -1.61 -2.06 2.40 0.00
H -0.42 -2.37 3.68 0.00
H 0.01 -3.91 1.87 0.00
H 1.34 -2.74 1.92 0.00
H -0.86 -2.84 0.01 0.00
H 0.75 -2.90 -0.28 0.00
F 2.28 -0.52 0.91 0.02
C 2.53 -0.42 -0.55 0.21
F 2.17 1.02 -0.67 0.02
H 3.63 -0.39 -0.61 0.02


Entry 4:
60
Properties=species:S:1:pos:R:3:mulliken_charge:R:1 method="wB97M-V/def2-TZVPD" charge=+1 smiles="C#Cc1[nH+]c(CCCCCOC(C)=O)c2c(CC(=O)F)cc(CC(=O)OC(C)=O)c(Cl)c2c1[PH2]=O" homo_lumo_gap_ev=7.6
C -0.88 5.32 -1.81 -0.10
C -0.93 4.13 -1.86 -1.23
C -1.04 2.74 -1.57 0.51
N 0.17 2.13 -1.46 -0.07
C 0.40 0.86 -1.20 0.27
C 1.87 0.59 -1.13 -0.31
C 2.61 1.49 -0.10 -0.61
C 4.10 1.61 -0.42 -0.90
C 4.79 0.25 -0.66 -0.27
C 6.11 0.08 0.12 -0.82
O 6.21 -1.25 0.63 -0.37
C 5.37 -1.52 1.66 0.70
C 5.17 -0.50 2.75 -0.90
O 4.81 -2.59 1.69 -0.52
C -0.73 0.00 -1.06 0.62
C -0.59 -1.41 -0.85 0.65
C 0.66 -2.26 -0.71 -1.69
C 1.19 -2.32 0.70 0.78
O 1.39 -3.32 1.28 -0.47
F 1.39 -1.14 1.31 -0.22
C -1.72 -2.16 -0.74 -0.90
C -3.01 -1.63 -0.86 -0.16
C -4.16 -2.60 -0.75 -1.79
C -4.81 -2.56 0.62 0.81
O -5.45 -3.50 1.01 -0.55
O -4.63 -1.44 1.34 -0.14
C -5.20 -1.54 2.66 0.62
C -6.56 -0.96 2.79 -0.94
O -4.57 -2.02 3.53 -0.44
C -3.16 -0.29 -1.09 1.10
Cl -4.80 0.20 -1.34 -0.22
C -2.05 0.59 -1.17 -0.04
C -2.20 2.03 -1.39 0.26
P -3.77 3.02 -1.45 0.54
O -3.62 4.48 -1.39 -0.60
H -0.81 6.38 -1.85 0.42
H 0.97 2.74 -1.60 0.41
H 2.28 0.86 -2.10 0.59
H 2.19 -0.41 -0.92 -0.41
H 2.54 1.04 0.89 0.05
H 2.17 2.48 -0.01 0.62
H 4.20 2.23 -1.32 0.38
H 4.58 2.16 0.39 0.49
H 4.15 -0.59 -0.41 0.10
H 5.02 0.18 -1.72 0.44
H 6.94 0.20 -0.58 0.38
H 6.24 0.84 0.88 0.33
H 4.41 0.21 2.42 0.15
H 4.81 -1.01 3.63 0.34
H 6.10 0.02 2.96 0.39
H 1.44 -2.03 -1.43 0.73
H 0.42 -3.30 -0.90 0.46
H -1.66 -3.22 -0.58 0.52
H -3.79 -3.60 -0.89 0.44
H -4.89 -2.37 -1.52 0.49
H -6.55 -0.17 3.53 0.34
H -7.26 -1.73 3.11 0.29
H -6.90 -0.53 1.85 0.29
H -4.45 2.55 -2.59 0.10
H -4.49 2.57 -0.33 0.08


In the order shown, the computed M values come out to 738.6 743.1 768.6 524.9 u.